Entry 1:
A molecular structure, C32H28Br2N2O4RuS, computed with wB97M-V/def2-TZVPD.

Last column: Mulliken spin population.
Positions of all 70 atoms, in Å:
Ru -0.73 -0.36 -0.69  1.079
C 1.72 -4.53 5.75  0.000
C 1.11 -3.37 5.01  -0.001
C 0.60 -2.27 5.69  0.001
C 0.03 -1.21 5.00  -0.001
C -0.01 -1.24 3.62  0.009
C 0.48 -2.33 2.92  -0.002
C 1.04 -3.39 3.62  0.000
S -0.68 0.15 2.71  -0.003
O 0.46 0.97 2.32  0.001
O -1.62 0.78 3.61  0.008
N -1.32 -0.45 1.41  0.033
C -2.25 -1.56 1.59  -0.001
C -1.78 -2.75 0.72  0.006
O -2.27 -3.85 0.92  0.004
O -0.88 -2.46 -0.15  0.013
H 1.58 -4.43 6.83  0.000
H 2.80 -4.59 5.56  0.000
H 1.28 -5.48 5.43  0.000
H 0.64 -2.25 6.77  0.000
H -0.39 -0.36 5.52  0.000
H 0.36 -2.39 1.84  0.000
H 1.39 -4.26 3.07  0.000
H -3.26 -1.29 1.29  -0.003
H -2.32 -1.91 2.62  0.000
N 1.23 -0.38 -0.03  -0.054
C 2.15 0.37 -0.83  0.025
C 2.85 1.42 -0.25  -0.003
C 3.72 2.17 -1.03  0.004
C 3.89 1.86 -2.37  -0.003
C 3.18 0.81 -2.93  0.005
C 2.29 0.05 -2.18  0.001
C 1.44 -1.00 -2.79  0.080
C 1.98 -1.76 -3.84  -0.027
C 1.22 -2.70 -4.51  0.035
C -0.10 -2.90 -4.13  -0.020
C -0.63 -2.17 -3.07  0.076
C 0.10 -1.20 -2.38  -0.116
H 1.22 -0.02 0.93  0.010
H 1.45 -1.37 -0.05  -0.001
H 2.68 1.66 0.79  0.001
H 4.25 3.01 -0.59  0.000
H 4.56 2.44 -2.98  0.000
H 3.28 0.60 -3.99  0.000
H 3.02 -1.62 -4.11  -0.001
H 1.66 -3.28 -5.31  0.003
H -0.71 -3.64 -4.63  -0.001
H -1.64 -2.38 -2.76  0.003
Br -2.99 0.40 -4.53  0.001
C -3.46 0.96 -2.76  0.007
Br -3.23 -0.43 -1.43  -0.001
H -4.51 1.22 -2.75  0.000
H -2.82 1.78 -2.47  -0.004
C -2.42 4.94 0.71  -0.002
C -2.55 3.63 1.22  0.004
C -1.99 2.58 0.55  0.013
C -1.26 2.74 -0.66  -0.088
C -0.65 1.63 -1.35  -0.012
C -0.11 1.93 -2.59  -0.059
C -0.06 3.23 -3.13  -0.006
C -0.56 4.29 -2.43  0.011
C -1.18 4.07 -1.18  -0.001
C -1.76 5.14 -0.46  0.004
H -2.85 5.77 1.25  0.000
H -3.07 3.45 2.15  0.000
H -2.10 1.58 0.95  -0.011
H 0.30 1.14 -3.20  -0.012
H 0.40 3.38 -4.10  -0.001
H -0.52 5.30 -2.83  0.001
H -1.67 6.14 -0.88  0.000

Properties
<S²>: 0.757
2S+1: 2
E in eV: -198313.896
Total charge: -1
Kohn-Sham gap (spin up / spin down) in eV: 7.376 / 7.171
Energy above the lowest of the compared OMol25 structures with the same formula, charge and spin in kJ/mol: 0.00

Entry 2:
A molecular structure, C32H28ClGaN5O4PS, computed with wB97M-V/def2-TZVPD.

Last column: Mulliken charge in e.
Positions of all 73 atoms, in Å:
Ga 0.69 -0.58 -0.45  0.713
N 2.48 2.35 -0.32  -0.256
C 1.54 3.31 -0.02  -0.055
C 1.51 4.60 -0.36  -0.791
C 0.45 5.57 -0.15  -0.487
C -0.85 5.30 0.04  -1.154
C -1.43 3.97 -0.02  0.634
C -0.90 2.77 0.18  -0.729
P -1.75 1.13 -0.02  1.057
C -3.45 1.63 0.41  0.242
C -3.74 1.77 1.77  -0.218
C -5.00 2.19 2.17  -0.745
C -5.98 2.45 1.22  -0.582
C -5.70 2.28 -0.13  -0.754
C -4.44 1.87 -0.54  -0.147
C -1.79 0.90 -1.83  0.175
C -1.40 1.83 -2.79  -0.360
C -1.52 1.54 -4.14  -0.719
C -2.03 0.31 -4.55  -0.644
C -2.41 -0.63 -3.60  -0.649
C -2.28 -0.34 -2.25  -0.831
H 3.16 2.66 -1.00  0.286
H 2.92 1.93 0.49  0.262
H 2.40 4.96 -0.84  0.483
H 0.75 6.60 -0.20  0.478
H -1.55 6.12 0.12  0.489
H -2.47 3.93 -0.34  0.511
H -2.98 1.55 2.51  0.262
H -5.23 2.29 3.23  0.465
H -6.96 2.79 1.53  0.403
H -6.48 2.45 -0.87  0.439
H -4.23 1.74 -1.60  0.426
H -1.01 2.80 -2.49  0.366
H -1.22 2.28 -4.88  0.455
H -2.12 0.09 -5.60  0.423
H -2.82 -1.58 -3.92  0.485
H -2.59 -1.08 -1.51  0.626
O 0.15 4.14 5.33  -0.504
C -0.26 2.90 5.59  0.409
O -0.74 2.61 6.64  -0.505
C -0.12 1.86 4.50  -0.255
C -0.34 0.52 4.71  0.298
Cl -0.76 -0.32 6.11  -0.079
N -0.23 -0.11 3.50  0.384
N 0.06 0.73 2.52  0.027
C 0.11 1.92 3.10  -0.078
C 0.49 3.06 2.30  0.848
O 0.82 4.14 2.57  -0.604
O 0.49 2.69 0.77  0.678
C -0.34 -1.51 3.19  0.090
C -1.21 -1.89 2.19  0.070
C -1.32 -3.23 1.85  -0.685
C -0.56 -4.18 2.52  -0.643
C 0.31 -3.78 3.53  -0.816
C 0.43 -2.44 3.87  -0.379
H 0.56 4.26 4.47  0.390
H -1.86 -1.14 1.73  0.510
H -2.03 -3.53 1.08  0.450
H -0.67 -5.23 2.28  0.458
H 0.90 -4.52 4.06  0.437
H 1.12 -2.13 4.64  0.534
S 0.06 -2.77 -1.89  -0.326
C 1.67 -3.23 -1.75  0.200
N 2.45 -3.68 -2.72  -0.112
C 3.84 -3.90 -2.30  -0.464
C 3.72 -3.80 -0.77  -0.485
N 2.40 -3.15 -0.59  0.063
H 2.13 -3.74 -3.67  0.206
H 4.49 -3.13 -2.71  0.284
H 4.20 -4.87 -2.64  0.324
H 4.51 -3.20 -0.34  0.311
H 3.73 -4.79 -0.30  0.281
H 1.88 -3.42 0.24  0.125

Properties
E in eV: -134285.591
Total charge: +2
Kohn-Sham gap in eV: 7.326
Energy above the lowest of the compared OMol25 structures with the same formula, charge and spin in kJ/mol: 630.71

Entry 3:
A molecular structure, C32H28ClMoN4O2, computed with wB97M-V/def2-TZVPD.

Last column: Mulliken charge in e.
Positions of all 68 atoms, in Å:
Mo 0.55 -0.29 0.24  -0.219
O 0.09 1.16 -0.93  0.474
C 0.49 2.30 -1.45  0.373
C -0.43 3.13 -2.11  -0.934
C 0.01 4.33 -2.63  -0.694
C 1.35 4.73 -2.53  -0.888
C 2.25 3.91 -1.90  -0.851
C 1.83 2.68 -1.35  0.729
C 2.76 1.80 -0.72  -0.291
N 2.48 0.68 -0.13  0.515
C 3.65 -0.07 0.33  -0.964
C 3.34 -0.57 1.71  -0.975
N 1.97 -1.10 1.71  0.166
C 1.71 -1.83 2.75  -0.169
C 0.47 -2.47 3.05  0.635
C 0.27 -3.13 4.28  -0.706
C -0.91 -3.77 4.53  -0.812
C -1.91 -3.79 3.55  -0.573
C -1.73 -3.16 2.33  -0.786
C -0.54 -2.48 2.08  0.364
O -0.34 -1.88 0.92  -0.193
H -1.46 2.84 -2.18  0.497
H -0.70 4.98 -3.13  0.476
H 1.66 5.68 -2.94  0.438
H 3.29 4.20 -1.81  0.440
H 3.81 2.10 -0.77  0.278
H 4.53 0.57 0.34  0.445
H 3.84 -0.90 -0.35  0.157
H 3.40 0.24 2.44  0.318
H 4.04 -1.36 2.00  0.638
H 2.52 -1.99 3.47  0.399
H 1.07 -3.12 5.01  0.424
H -1.08 -4.27 5.47  0.414
H -2.84 -4.30 3.75  0.440
H -2.50 -3.19 1.57  0.504
N -1.73 -0.44 -0.53  -0.022
C -1.83 -1.34 -1.64  -0.361
C -3.04 -1.70 -2.16  -0.412
C -3.15 -2.58 -3.26  -0.816
C -2.02 -3.08 -3.84  -0.933
C -0.75 -2.74 -3.32  0.383
C 0.44 -3.26 -3.88  -0.595
C 1.65 -2.92 -3.33  -1.210
C 1.66 -2.07 -2.22  0.285
N 0.58 -1.56 -1.67  1.187
C -0.64 -1.88 -2.21  0.329
H -1.94 0.52 -0.81  0.343
H -2.40 -0.70 0.19  0.449
H -3.94 -1.30 -1.72  0.493
H -4.13 -2.84 -3.64  0.427
H -2.08 -3.75 -4.69  0.427
H 0.38 -3.92 -4.73  0.439
H 2.58 -3.30 -3.73  0.472
H 2.61 -1.80 -1.76  0.054
Cl -3.48 5.48 0.58  -0.224
C -2.46 4.17 1.06  0.286
C -3.02 2.94 1.36  -0.945
C -2.19 1.89 1.72  -0.296
C -0.80 2.04 1.78  -0.076
C 0.09 0.89 2.05  -0.897
C -0.28 3.30 1.52  -0.049
C -1.09 4.37 1.16  -0.823
H -4.09 2.81 1.32  0.470
H -2.63 0.93 1.98  0.587
H -0.40 0.19 2.74  0.622
H 1.01 1.23 2.54  0.486
H 0.79 3.46 1.58  0.378
H -0.67 5.34 0.95  0.473

Properties
E in eV: -58069.007
Total charge: +1
Kohn-Sham gap (spin up / spin down) in eV: 6.759 / 6.828
Energy above the lowest of the compared OMol25 structures with the same formula, charge and spin in kJ/mol: 23.76

Strongest force on any atom values, unit eV/Å, following the record order: 0.19, 0.65, 0.97.